1.
DFT (wB97M-V/def2-TZVPD) results for 2 unconnected molecules or ions with the total composition C9H14 at a distorted geometry.

Results
- Kohn-Sham gap: 9.93 eV
- 2S+1: 1
- ΔE to the lowest compared entry with this formula, charge and spin: 26.5 kcal/mol
- Total energy: -351.2879 hartree
- Structure (SMILES): Cc1ccccc1.CC

```
23
Properties=species:S:1:pos:R:3:forces:R:3
C -0.830 -0.538 0.141 1.3768 -0.1209 -0.5089
C 2.054 -2.704 -3.719 -0.1578 -0.2308 1.2026
C -0.508 1.544 2.047 0.8610 -1.1544 -0.8007
C -1.463 0.505 2.187 0.0502 1.1246 0.5656
C 0.096 0.470 -0.059 -0.9901 1.2425 0.7622
C -1.616 -0.519 1.289 -0.5841 0.1076 -1.1810
C 0.988 -1.741 -4.290 0.5888 -0.5701 -0.8487
C 0.078 2.272 3.222 -0.9897 0.6704 0.3433
C 0.162 1.578 0.830 0.7354 -2.4233 -0.4019
H 0.465 3.262 2.956 -0.2999 -0.0498 0.0035
H -2.125 0.557 3.032 -0.0536 -0.2010 0.5077
H 0.338 -1.213 -3.605 -0.2209 -0.4917 0.5501
H 0.933 1.747 3.654 -0.1906 -0.3018 -0.1198
H 0.423 -2.325 -5.011 -0.5463 0.3837 -0.0816
H 2.118 -3.738 -4.068 -0.4703 0.2746 -1.1566
H 1.066 2.104 0.625 0.1976 1.3183 0.3948
H 1.457 -0.911 -4.828 0.1440 -0.3240 -0.1602
H -2.430 -1.233 1.365 0.2100 -0.0613 0.3903
H 3.034 -2.274 -3.905 0.2033 -0.1043 0.6450
H -0.743 -1.346 -0.581 -0.6978 -0.1951 0.3137
H 0.800 0.464 -0.876 -0.0865 -0.1703 -0.2477
H -0.704 2.360 3.995 0.4701 0.2037 -0.0383
H 1.862 -2.998 -2.666 0.4505 1.0734 -0.1334
```
Forces are in eV/Å.

=====

2.
DFT (wB97M-V/def2-TZVPD) results for 8 unconnected molecules or ions with the total composition C10H36O8 at a distorted geometry.

Results
- Kohn-Sham gap (spin up / spin down): 9.35 / 2.24 eV
- Charge: +1
- 2S+1: 2
- ΔE to the lowest compared entry with this formula, charge and spin: 0.0 kcal/mol
- Total energy: -1004.0992 hartree

```
54
Properties=species:S:1:pos:R:3:forces:R:3
O 2.457 -0.674 0.220 0.0558 0.0414 -0.1000
O 0.018 2.677 0.801 -0.3913 -0.9943 -1.6363
O 0.782 0.961 -1.481 -0.0960 -0.5101 -0.7957
O 3.827 -3.034 -2.246 -0.6247 1.7152 -0.7090
O -1.778 -2.802 0.459 1.3795 0.0869 -1.3234
O -5.013 2.548 -0.385 -1.4434 1.0558 0.7136
O 1.113 -2.834 -0.498 0.3434 -0.4879 -0.6245
O -1.100 -1.187 -2.003 -0.3483 -0.4172 -0.7340
C 0.801 4.405 2.206 -0.3479 0.5582 0.9876
C -0.705 -1.159 1.873 -0.1398 -0.3137 1.1703
C -3.838 2.298 -1.082 -0.7211 -0.3327 0.1211
C 2.944 -2.036 -4.349 0.3890 -0.1140 -0.8133
C 3.583 -1.831 -2.939 1.1527 0.1091 0.6786
C -2.201 -3.143 2.748 -0.0554 1.4865 -0.2839
C 2.257 2.502 1.669 0.1202 -0.5780 -0.7925
C -3.287 1.076 -0.417 1.0442 0.1416 -0.6270
C 0.823 2.909 1.901 1.0040 1.8565 1.4571
C -1.973 -2.034 1.649 0.7922 -0.9873 0.1851
H -1.346 -3.818 2.784 0.0378 0.1028 -0.2437
H 3.261 -0.972 -0.204 0.4123 -0.0652 -0.0053
H -2.332 -2.742 3.753 -0.1595 0.1059 -0.0426
H 3.709 -2.582 -4.901 -0.1787 -0.3349 -0.0645
H 1.973 -2.530 -4.379 0.2454 -0.3650 0.5440
H -0.310 -0.519 1.084 -0.6495 -0.0863 -0.4316
H 1.435 0.452 -1.002 0.2055 -0.0592 0.4212
H 1.094 4.566 3.243 -0.1392 -0.0021 0.1829
H 2.353 1.417 1.708 0.1750 0.0190 -0.0926
H -3.090 -3.706 2.466 -0.0054 -0.0323 0.1491
H -2.264 1.037 -0.791 0.2236 -0.8354 0.1659
H 2.676 -0.636 1.151 0.0900 0.2225 0.4363
H -0.205 4.805 2.075 -0.1508 -0.0392 0.1784
H -3.871 0.191 -0.668 0.2007 0.0085 -0.0412
H 4.490 -1.245 -2.786 0.2674 -0.1773 -1.2099
H 2.532 2.858 0.676 0.0500 -0.1750 -0.2298
H -0.485 -0.460 -1.898 0.5979 1.0396 0.0971
H 0.243 -3.028 -0.148 -0.6248 -0.4239 0.1239
H -2.536 -3.336 0.210 -0.2374 0.0818 0.2810
H -0.865 -0.522 2.743 -0.5305 0.3678 -0.1148
H -3.265 1.198 0.666 -0.0551 0.1283 0.0105
H 0.402 2.368 2.748 0.0821 -0.0307 0.2963
H 3.006 2.946 2.324 -0.4711 0.0209 0.3799
H -4.178 2.138 -2.105 0.9098 -0.2467 -0.4528
H 1.456 -2.150 0.078 0.1543 0.4028 0.1333
H 0.152 -1.702 2.269 0.0154 -0.8072 -0.3525
H 2.763 -1.124 -4.918 0.3156 0.4998 0.6802
H -1.008 -1.698 -1.200 -0.2339 -0.4776 0.6310
H -0.888 2.838 1.076 -0.1710 0.0095 -0.1989
H 2.856 -1.210 -2.416 -1.1453 -0.0857 0.4657
H -3.183 3.167 -1.016 0.4064 -0.0338 -0.1430
H 0.582 1.699 -0.905 -0.2952 0.4974 0.4854
H 1.445 5.090 1.654 0.2346 -0.5910 -0.5733
H -5.423 3.283 -0.848 -0.5126 0.1122 0.2899
H 2.932 -3.320 -2.048 -0.9829 -1.2124 0.5183
H -2.821 -1.398 1.396 -0.1939 0.1462 0.8524
```
Forces are in eV/Å.

=====

3.
DFT (wB97M-V/def2-TZVPD) results for a molecular structure, C19H30N2O4S at a distorted geometry.

Results
- Kohn-Sham gap: 9.20 eV
- 2S+1: 1
- ΔE to the lowest compared entry with this formula, charge and spin: 458.1 kcal/mol
- Total energy: -1549.9495 hartree

```
56
Properties=species:S:1:pos:R:3:forces:R:3
S 0.402 0.041 1.947 -7.0805 2.7859 13.8369
O -0.255 -1.237 1.955 -0.0853 -0.6171 -2.1023
O 0.349 -0.603 -0.947 12.2043 2.1126 -5.0595
O 2.280 5.667 0.189 4.7678 7.8662 -3.2561
O 0.275 0.555 3.529 1.7684 -1.6539 -5.8459
N -0.388 1.191 1.251 -4.6297 0.7781 -5.3002
N -1.515 -1.682 -0.878 -5.1726 4.2667 7.0607
C 1.620 4.666 0.418 1.0970 1.2325 -2.3529
C 0.478 3.248 1.865 0.1569 0.9449 1.8071
C 1.218 7.632 1.437 -1.9854 -4.7423 -3.9523
C -0.780 -3.891 0.083 -1.6381 1.1751 -0.4302
C 0.753 2.672 -0.378 0.3894 4.2971 1.2821
C -1.954 -3.587 -2.274 3.3068 -2.3443 3.2000
C -1.548 0.632 0.210 9.6740 -3.9908 2.6103
C -0.194 -5.896 -1.548 -0.6377 -2.8760 6.3022
C 1.412 3.890 -0.566 -2.2052 -6.3087 -8.4585
C -1.111 -4.448 -3.185 0.0920 2.6320 -5.2354
C -2.663 0.339 0.878 -10.8387 -0.1693 5.2120
C 0.332 -5.142 -0.232 -14.0532 -4.7185 0.3212
C 1.363 4.324 1.569 -5.6476 -3.2678 15.8322
C -0.561 -0.716 -0.349 -15.5971 -0.3210 1.9438
C 0.076 2.482 0.762 1.9280 -1.6728 6.4655
C 0.147 -5.250 -2.788 -8.9249 -1.3282 0.1123
C 1.875 0.031 1.498 9.1048 -5.4160 -3.9061
C -1.048 -2.860 -1.183 3.4421 -8.0201 -2.8473
C 2.517 6.681 1.080 -0.1437 1.7747 3.5741
H 0.223 -5.904 -3.552 0.9943 -2.2050 -2.4324
H -0.442 -3.206 1.011 -0.7301 -1.8764 -2.0502
H -0.058 -5.637 0.668 1.8948 -0.5736 -0.1253
H -2.675 -4.249 -1.856 -0.8409 -0.2880 1.0034
H 2.488 -0.997 2.165 -2.0028 3.5229 -2.0516
H 0.975 -4.524 -0.311 9.9288 6.4940 -0.6699
H -1.344 -6.312 -1.161 2.8887 1.5427 -1.9773
H 1.647 4.127 -1.646 0.1940 0.0462 1.6045
H 2.393 0.948 1.639 0.3680 0.6747 0.2306
H 1.437 8.363 2.076 1.3015 2.9566 2.6055
H -0.666 -3.656 -3.965 -0.8259 -1.3460 1.2415
H 0.178 2.989 3.024 0.7159 0.4937 -3.4451
H -3.236 1.315 1.433 2.1782 -2.0776 -1.0705
H -0.048 -2.786 -1.777 -1.3174 0.3717 1.2010
H 3.367 7.245 0.702 -0.5034 0.3963 -0.5404
H -2.696 -0.469 1.726 0.6470 1.5114 -1.7366
H 0.298 7.026 1.939 2.3027 1.1719 -1.3971
H 1.458 4.912 2.642 0.5822 -0.9550 -3.4068
H -2.437 -2.911 -2.829 -1.7858 2.7303 -2.0880
H -1.907 -4.302 0.248 2.6349 0.6614 0.1352
H 0.837 8.114 0.447 0.5724 -0.9429 1.7308
H -1.881 -4.961 -3.906 1.6565 0.0693 1.4660
H 1.886 -0.304 0.295 0.2302 0.9742 3.2657
H 2.998 6.320 2.073 -1.1337 0.1111 -1.3208
H -1.506 1.275 -0.527 -0.2466 3.1258 -3.7490
H 0.426 2.038 -1.034 -0.5713 -3.4305 -4.8638
H -2.381 -1.875 -0.023 3.0659 0.9883 -3.2269
H -3.668 0.162 0.270 2.4078 -0.2263 0.4020
H 0.880 -4.672 -2.658 5.9835 4.4582 0.6582
H 0.375 -6.808 -1.451 0.1187 -0.7984 -0.2068
```
Forces are in eV/Å.

=====

4.
DFT (wB97M-V/def2-TZVPD) results for 2 unconnected molecules or ions with the total composition C4H8BrOP at a distorted geometry.

Results
- Kohn-Sham gap (spin up / spin down): 7.89 / 7.95 eV
- 2S+1: 1
- ΔE to the lowest compared entry with this formula, charge and spin: 76.9 kcal/mol
- Total energy: -3147.6849 hartree

```
15
Properties=species:S:1:pos:R:3:forces:R:3
Br -2.162 0.746 -1.971 -0.4509 0.4349 -0.4622
P -0.336 -0.318 -1.404 1.7299 1.0205 0.6867
O 0.565 -0.432 1.176 0.2589 -0.6497 -1.5910
C -1.734 -0.951 0.812 1.0903 0.2316 -0.3098
C -0.602 -0.062 0.472 0.5796 0.1356 -0.3954
C -1.457 -2.149 1.293 0.2711 0.1082 -0.2830
C 1.606 1.728 -1.696 -1.2805 -1.9793 1.1991
H 0.663 0.197 1.853 0.4540 1.1048 1.4211
H -0.370 -2.343 1.391 -1.0476 -0.3231 0.3801
H 1.046 2.053 -2.477 -1.2918 1.0839 -2.3100
H -2.571 -0.438 0.420 -1.8071 -0.6056 0.3307
H -2.215 -2.883 1.474 -0.0898 -0.3844 0.1804
H 1.508 2.228 -0.789 -0.0083 0.6962 1.4132
H -0.881 0.982 0.638 0.1955 0.0461 -0.0132
H 2.388 1.068 -1.860 1.3967 -0.9195 -0.2469
```
Forces are in eV/Å.

=====

5.
DFT (wB97M-V/def2-TZVPD) results for 2 unconnected molecules or ions with the total composition C11H20NOSi at a distorted geometry.

Results
- Kohn-Sham gap: 5.32 eV
- Charge: +1
- 2S+1: 1
- ΔE to the lowest compared entry with this formula, charge and spin: 61.3 kcal/mol
- Total energy: -850.2548 hartree

```
34
Properties=species:S:1:pos:R:3:forces:R:3
Si 0.951 -1.722 -0.125 0.2086 -0.2164 -0.0883
O -4.175 -1.107 0.178 -0.0591 -0.3714 0.0172
N -0.652 -0.929 0.152 0.9471 0.3375 0.0834
C -1.836 -1.607 0.204 -1.3780 0.1097 0.0286
C 0.151 3.021 -0.849 0.7099 0.2178 -0.3126
C 1.645 -0.739 -1.598 -0.0952 -0.5349 0.6496
C 1.434 1.983 1.156 0.6057 -0.2094 -0.2915
C 0.587 -3.534 -0.531 0.1150 0.7120 0.1712
C 1.952 -1.581 1.489 -0.2285 -0.0451 -0.6457
C -2.898 -0.714 0.138 0.8550 -0.3209 0.0386
C -1.003 0.362 0.052 3.1504 3.2244 0.0798
C 0.456 1.996 0.111 -3.7807 -3.5221 -0.0593
C -2.341 0.593 0.038 -0.3841 0.0974 -0.0203
C -5.180 -0.120 0.101 -0.1277 0.2773 -0.0108
H 0.172 -4.058 0.328 -0.0521 0.0084 0.1367
H -2.846 1.533 -0.026 -0.1540 0.2283 0.0293
H 1.018 -0.873 -2.475 -0.1901 -0.0439 -0.0795
H -0.722 3.576 -0.480 -0.1383 -0.0710 0.1924
H 2.419 -2.537 1.712 0.0473 -0.1507 -0.0066
H -1.870 -2.672 0.275 0.0050 -0.3177 -0.0380
H -5.132 0.560 0.958 -0.0045 -0.0356 -0.0253
H 1.507 -4.049 -0.794 0.1947 0.0107 -0.0330
H 2.369 2.453 0.837 0.0118 0.1232 0.0341
H -0.167 2.607 -1.808 -0.0533 -0.1048 0.1111
H 0.972 3.729 -0.989 -0.0885 0.0800 0.0719
H -0.102 -3.649 -1.362 -0.0995 0.0682 -0.1348
H 1.609 0.992 1.565 -0.0728 0.0000 0.0537
H -5.102 0.456 -0.826 -0.0150 -0.0522 0.0294
H -6.124 -0.660 0.119 0.0292 0.1089 -0.0124
H 2.642 -1.081 -1.858 0.2190 -0.0263 -0.0123
H 2.757 -0.856 1.421 0.1383 0.1255 -0.0310
H 1.704 0.328 -1.394 0.0642 0.1427 0.0601
H 1.326 -1.328 2.342 -0.1451 0.0201 0.0102
H 1.048 2.608 1.973 -0.2343 0.1301 0.0041
```
Forces are in eV/Å.

=====

6.
DFT (wB97M-V/def2-TZVPD) results for a single C4H5N molecule at a distorted geometry.

Results
- Kohn-Sham gap: 9.48 eV
- 2S+1: 1
- ΔE to the lowest compared entry with this formula, charge and spin: 4.8 kcal/mol
- Total energy: -210.1562 hartree
- Structure (SMILES): c1cc[nH]c1

```
10
Properties=species:S:1:pos:R:3:forces:R:3
N 0.166 1.107 -0.187 -0.8268 1.0372 -0.0135
C -0.832 -0.891 -0.044 1.1227 -0.3418 -0.0135
C 0.574 -1.042 0.322 -0.9702 -0.0629 0.4077
C 1.106 0.203 0.245 1.5888 1.6681 0.3578
C -1.027 0.423 -0.353 -0.2073 0.0794 -0.0096
H -1.578 -1.671 -0.141 0.1713 0.1393 0.1217
H 0.256 2.157 -0.183 -0.0336 -2.0877 -0.0765
H 1.093 -1.889 0.774 -0.3420 0.1907 -0.5178
H 2.100 0.632 0.517 -0.9332 -0.8515 -0.2893
H -1.962 0.868 -0.677 0.4302 0.2293 0.0331
```
Forces are in eV/Å.

=====

The lowest ΔE to the lowest compared entry with this formula, charge and spin belongs to which entry? C10H36O8

=====

Which value of total energy does entry 3 give? -1549.9495 hartree

=====

Which of these has the lowest ΔE to the lowest compared entry with this formula, charge and spin? C10H36O8